C24H80N6O16 | ωB97M-V with the def2-TZVPD basis set

HOMO energy	-8.6	eV
strongest force on any atom	10.8	eV Å⁻¹
charge	0
ΔE to the lowest compared entry with this formula, charge and spin	55.8	kcal per mole

Last column: Mulliken charge in e.
Positions of all 126 atoms, in Å:
C  -3.972  -16.152  -17.924  -0.130
C  -2.426  -16.176  -17.849  -0.661
O  -1.905  -14.966  -17.375  -0.524
H  -4.275  -17.132  -18.375  0.386
H  -4.216  -15.324  -18.633  0.192
H  -4.340  -15.983  -16.894  -0.193
H  -1.912  -16.352  -18.796  0.310
H  -2.137  -16.915  -17.141  0.353
H  -1.826  -14.879  -16.409  0.276
C  -10.803  -13.638  -12.737  0.636
C  -12.014  -12.974  -12.087  -0.842
O  -13.303  -13.413  -12.624  -0.528
H  -10.957  -14.666  -12.882  0.345
H  -9.896  -13.583  -12.152  -0.447
H  -10.691  -13.107  -13.709  -0.186
H  -12.069  -11.918  -12.203  0.372
H  -12.017  -13.246  -11.064  0.324
H  -13.970  -12.803  -12.268  0.301
C  -7.903  -15.309  -12.883  1.298
C  -7.540  -14.287  -13.953  2.069
O  -7.216  -14.857  -15.220  1.200
H  -7.992  -14.824  -11.917  -0.594
H  -7.188  -16.092  -12.743  -0.604
H  -8.781  -15.887  -13.134  -0.875
H  -6.743  -13.656  -13.621  -0.685
H  -8.314  -13.513  -14.000  -0.226
H  -6.476  -14.395  -15.645  -0.214
C  -5.363  -12.872  -8.857  -1.389
C  -5.904  -11.781  -9.811  -0.194
O  -6.065  -12.274  -11.044  0.509
H  -6.011  -13.766  -8.969  0.215
H  -5.449  -12.590  -7.850  0.481
H  -4.338  -13.159  -9.022  0.342
H  -5.316  -10.887  -9.805  0.484
H  -6.859  -11.566  -9.409  0.262
H  -6.989  -12.496  -11.041  -0.586
C  -10.299  -16.649  -15.820  0.050
C  -11.065  -15.314  -15.936  -0.162
O  -12.274  -15.431  -15.236  -0.633
H  -9.588  -16.558  -16.683  -0.356
H  -10.915  -17.474  -16.069  0.630
H  -9.848  -16.808  -14.835  -0.244
H  -11.357  -15.061  -16.953  0.506
H  -10.487  -14.417  -15.678  -0.226
H  -12.144  -16.055  -14.540  0.339
C  -8.644  -10.863  -13.413  -0.776
C  -8.803  -10.773  -11.929  0.290
O  -9.920  -9.936  -11.617  -0.667
H  -9.530  -11.249  -13.821  0.752
H  -7.786  -11.483  -13.669  -0.652
H  -8.550  -9.952  -14.018  0.489
H  -7.925  -10.312  -11.442  0.341
H  -8.850  -11.765  -11.444  -0.323
H  -10.356  -10.340  -10.846  0.398
C  -10.861  -20.006  -11.716  -1.348
C  -10.358  -18.974  -12.803  0.072
O  -10.139  -17.719  -12.169  -0.333
H  -10.937  -21.005  -12.147  0.395
H  -11.860  -19.800  -11.284  0.334
H  -10.270  -20.098  -10.834  0.243
H  -11.090  -18.841  -13.555  0.410
H  -9.395  -19.332  -13.215  0.063
H  -9.160  -17.563  -12.000  0.096
C  -7.468  -16.171  -18.625  -1.508
C  -7.770  -14.732  -18.496  1.523
O  -8.111  -14.142  -19.747  -0.633
H  -7.269  -16.673  -17.718  0.284
H  -6.665  -16.314  -19.281  0.418
H  -8.294  -16.774  -18.912  0.380
H  -6.925  -14.131  -18.073  -0.425
H  -8.542  -14.512  -17.725  -0.264
H  -8.893  -13.594  -19.585  0.356
C  -7.368  -18.759  -9.967  0.408
O  -7.754  -18.083  -11.077  -0.604
N  -8.235  -19.072  -9.054  -0.401
N  -6.233  -19.369  -9.831  -0.349
H  -9.121  -18.590  -9.232  0.272
H  -8.142  -19.673  -8.275  0.147
H  -5.511  -19.106  -10.524  0.151
H  -5.885  -19.606  -8.916  0.255
C  -5.073  -10.274  -13.623  0.490
O  -5.804  -9.468  -12.755  -0.748
N  -4.714  -9.861  -14.778  -0.356
N  -4.723  -11.480  -13.282  0.055
H  -5.211  -9.033  -15.152  0.269
H  -4.323  -10.497  -15.518  0.363
H  -5.019  -11.789  -12.314  -0.128
H  -4.106  -12.137  -13.885  0.348
C  -4.081  -12.756  -16.045  -0.464
O  -5.131  -13.617  -16.299  -0.675
N  -3.806  -11.648  -16.590  -0.370
N  -3.277  -12.946  -15.084  -0.369
H  -4.383  -11.352  -17.391  0.368
H  -2.861  -11.316  -16.778  0.259
H  -3.170  -13.948  -14.745  0.169
H  -2.350  -12.436  -15.082  0.235
C  -7.236  -18.144  -14.924  -0.508
O  -6.271  -17.252  -15.343  -0.589
H  -6.874  -19.058  -15.105  0.886
H  -8.011  -18.007  -15.724  0.199
H  -7.604  -18.045  -13.937  -0.348
H  -6.663  -16.350  -15.291  0.063
C  -4.568  -18.317  -12.431  -0.593
O  -3.906  -18.760  -11.271  -0.656
H  -3.802  -18.012  -13.151  0.518
H  -5.190  -17.514  -12.219  -0.437
H  -5.122  -19.129  -12.807  0.614
H  -3.039  -19.009  -11.647  0.361
C  -4.252  -14.890  -12.149  -0.768
O  -5.193  -15.029  -11.103  -0.379
H  -3.572  -15.669  -12.265  0.648
H  -3.667  -14.002  -12.058  0.536
H  -4.874  -14.721  -13.076  -0.193
H  -5.614  -14.158  -10.992  0.007
C  -9.107  -13.071  -8.710  -0.917
O  -8.522  -13.721  -9.798  -0.039
H  -8.369  -12.534  -8.134  0.293
H  -9.683  -13.829  -8.126  0.342
H  -9.814  -12.299  -9.155  0.191
H  -9.093  -14.473  -10.011  0.149
C  -7.749  -11.731  -16.777  0.403
O  -8.848  -11.026  -16.417  -0.589
H  -7.683  -12.715  -16.315  -0.649
H  -6.868  -11.224  -16.438  0.083
H  -7.623  -11.787  -17.892  0.335
H  -8.524  -10.098  -16.269  0.416



C8H9N3 | ωB97M-V with the def2-TZVPD basis set

HOMO energy	-7.4	eV
strongest force on any atom	8.2	eV Å⁻¹
charge	0
ΔE to the lowest compared entry with this formula, charge and spin	125.7	kcal per mole

Last column: natural (NBO) charge in e.
Positions of all 20 atoms, in Å:
C  2.059  1.525  -0.010  -0.388
C  1.382  -0.911  0.088  0.521
C  -0.633  -1.159  0.031  0.136
C  -2.022  -1.554  -0.060  -0.223
C  -3.042  -0.566  0.053  -0.271
C  -2.707  0.719  -0.007  -0.224
C  -1.342  1.180  0.023  -0.250
C  -0.436  0.271  -0.092  0.100
H  3.017  1.096  -0.365  0.201
H  1.761  2.300  -0.683  0.217
H  2.054  2.054  1.052  0.217
H  2.515  -2.270  0.452  0.442
H  3.796  -0.361  -0.132  0.364
H  -2.282  -2.547  -0.365  0.212
H  -3.914  -1.048  -0.365  0.225
H  -3.266  1.768  0.326  0.210
H  -0.996  2.243  -0.022  0.212
N  0.967  0.455  0.057  -0.403
N  2.611  -1.304  -0.177  -0.771
N  0.481  -1.891  0.193  -0.528



C5H12NO | ωB97M-V with the def2-TZVPD basis set

HOMO energy	-11.3	eV
strongest force on any atom	3.2	eV Å⁻¹
charge	+1
ΔE to the lowest compared entry with this formula, charge and spin	88.2	kcal per mole

Last column: natural (NBO) charge in e.
Positions of all 19 atoms, in Å:
C  0.185  -0.199  -0.382  -0.392
C  1.718  -0.226  0.457  -0.328
C  -1.149  0.524  -0.101  0.691
C  -0.079  -1.693  -0.567  -0.610
C  -2.267  -0.117  0.596  -0.756
N  2.520  0.970  0.043  -0.711
O  -1.164  1.792  -0.403  -0.574
H  0.515  0.236  -1.330  0.224
H  1.514  -0.109  1.528  0.156
H  -0.891  -1.878  -1.264  0.200
H  -0.304  -2.166  0.383  0.216
H  0.821  -2.159  -0.952  0.259
H  -3.075  0.586  0.807  0.242
H  -1.915  -0.568  1.528  0.297
H  -2.665  -0.941  -0.001  0.298
H  3.438  0.855  0.488  0.447
H  2.140  1.891  0.312  0.398
H  2.649  0.947  -0.975  0.426
H  -1.989  2.254  -0.168  0.519



C2H9N2S2 | ωB97M-V with the def2-TZVPD basis set

HOMO energy	-13.4	eV
strongest force on any atom	4.2	eV Å⁻¹
charge	+1
ΔE to the lowest compared entry with this formula, charge and spin	42.0	kcal per mole

Last column: natural (NBO) charge in e.
Positions of all 15 atoms, in Å:
N  0.859  -0.150  1.782  -0.840
C  0.515  0.049  0.516  0.026
S  1.836  -0.572  -0.702  -0.078
S  0.294  1.915  0.055  -0.094
C  -0.881  -0.556  0.030  -0.271
N  -1.270  0.070  -1.277  -0.736
H  1.745  0.192  2.112  0.422
H  0.148  -0.131  2.480  0.400
H  2.024  -1.966  -0.320  0.183
H  1.179  2.292  -0.873  0.183
H  -1.660  -0.495  0.867  0.246
H  -0.658  -1.550  -0.171  0.242
H  -2.297  0.271  -1.367  0.451
H  -0.896  -0.447  -2.043  0.455
H  -0.937  1.077  -1.088  0.414